1.
Computed, not measured: C27H41ClN2O4S3V as an isolated structure at a distorted geometry, with wB97M-V/def2-TZVPD.

```
! wB97M-V def2-TZVPD RIJCOSX def2/J DEFGRID3
* xyz 1 1
V 0.86535 -0.51114 0.83271
C -5.23669 -0.25082 2.87226
C -5.45412 0.27595 1.42967
S -4.00164 -0.06778 0.39239
C -3.80782 1.46777 -0.56356
C -2.68346 2.45285 -0.16324
S -1.60322 2.06248 1.22949
C -2.91952 2.16207 2.52401
C -3.01040 1.19943 3.70561
S -3.50757 -0.50128 3.34075
H -5.69280 0.42099 3.59977
H -5.69622 -1.22994 3.00133
H -6.31414 -0.20265 0.96555
H -5.63653 1.34937 1.43152
H -3.64191 1.13285 -1.58288
H -4.77111 1.96953 -0.53181
H -1.97707 2.58024 -0.98528
H -3.09585 3.43728 0.07101
H -2.68711 3.16568 2.90074
H -3.87983 2.20147 2.01992
H -2.07284 1.13509 4.25162
H -3.77246 1.59546 4.37750
O -0.00631 -0.84777 3.11051
Cl 0.96122 0.33123 2.95963
O 0.32791 1.64336 3.29371
O 1.95930 -1.51573 1.21133
O -1.09869 0.63629 0.90728
C 3.10529 -2.28622 -1.55686
C 3.68161 -1.17239 -2.42839
C 2.81811 -0.93841 -3.68279
C 4.08003 0.11578 -1.69470
C 5.38080 0.54585 -1.95005
C 5.90796 1.68356 -1.37203
C 5.11989 2.41978 -0.51084
C 3.81502 2.04395 -0.20633
C 3.10369 2.95035 0.79750
C 1.64676 3.30783 0.48949
C 3.32797 2.40311 2.21577
C 3.30172 0.88217 -0.80358
N 1.91278 0.49053 -0.57613
C 1.06579 0.71883 -1.56998
C -0.09350 -0.05683 -1.63089
C -1.14371 -0.17847 -2.56213
C -1.81555 -1.33915 -2.24423
C -1.18299 -1.90896 -1.10393
N -0.14808 -1.12995 -0.73991
C -1.47546 -3.24798 -0.47932
C -0.51691 -4.25866 -1.14985
C -2.91819 -3.67801 -0.75618
C -1.20262 -3.21956 1.02628
H 3.03300 -3.20241 -2.14884
H 2.11181 -2.05333 -1.18794
H 3.74913 -2.48907 -0.69762
H 4.63299 -1.55695 -2.79174
H 1.75032 -0.96356 -3.45470
H 3.00542 -1.72818 -4.41344
H 3.05493 0.01421 -4.16227
H 5.99513 -0.03789 -2.62596
H 6.92365 1.98839 -1.58901
H 5.51365 3.32340 -0.05967
H 3.64283 3.89519 0.74574
H 0.95424 2.48333 0.61903
H 1.55602 3.67082 -0.53839
H 1.31548 4.10428 1.15865
H 3.18894 1.32191 2.25055
H 2.66688 2.88166 2.94179
H 4.35699 2.58469 2.52746
H 1.31896 1.42231 -2.35864
H -1.33171 0.48752 -3.39419
H -2.65830 -1.76404 -2.76796
H -0.69663 -4.31893 -2.22589
H -0.67568 -5.24946 -0.71689
H 0.52495 -3.97399 -0.98867
H -3.08663 -3.84980 -1.82219
H -3.63782 -2.93561 -0.41059
H -3.11767 -4.61675 -0.23610
H -0.14000 -3.10590 1.24155
H -1.52053 -4.16202 1.47481
H -1.74717 -2.40917 1.51865
*
```

Relative energy (zero: lowest compared OMol25 entry of this formula, charge and spin)   32.6 kcal per mole
DFT total energy   -110539.1410 eV
Strongest force on any atom   1.80 eV/Å
HOMO energy (alpha / beta)   -10.50 / -10.50 eV

2.
Computed, not measured: C27H42BClFeN7O6P as an isolated structure at a distorted geometry, with wB97M-V/def2-TZVPD.

```
! wB97M-V def2-TZVPD RIJCOSX def2/J DEFGRID3
* xyz 0 1
Fe 1.16001 -2.38627 -1.09967
B 3.50824 -2.35503 1.63259
N 3.93191 -2.38308 0.14296
C 5.21768 -2.37798 -0.22847
C 5.28245 -2.26307 -1.60324
C 3.95074 -2.20926 -2.00150
N 3.14581 -2.27766 -0.93767
N 1.96006 -2.29202 1.83656
C 1.45443 -2.27897 3.07488
C 0.07574 -2.30266 2.99668
C -0.18222 -2.32612 1.62839
N 0.96237 -2.33150 0.93679
H 3.97350 -1.36035 2.14677
H 3.91745 -3.35827 2.16453
H 5.99411 -2.43874 0.51466
H 6.16122 -2.23546 -2.22209
H 3.53131 -2.17148 -2.99150
H 2.11572 -2.27441 3.92457
H -0.63051 -2.31568 3.80822
H -1.12590 -2.34093 1.11303
C 0.09923 5.89614 -0.24514
C -0.66980 4.59216 -0.48546
C -2.16828 4.87719 -0.31894
C -0.45257 4.14698 -1.93285
C -0.22750 3.46473 0.51171
O -1.05420 2.31337 0.35651
C -0.26801 3.95945 1.95986
C -0.32268 2.83957 2.98947
C -1.66986 2.16632 3.06920
C -1.78734 0.79198 2.90115
C -3.01990 0.16079 2.96946
C -4.15524 0.91766 3.20450
Cl -5.70642 0.14083 3.27986
C -4.06874 2.28869 3.38036
C -2.82763 2.90263 3.31273
C 1.21287 2.94363 0.26885
N 1.29319 1.74092 -0.52975
C 1.02215 0.49192 -0.15370
N 1.19587 -0.31961 -1.18033
C 1.62824 0.50552 -2.16883
N 1.70546 1.76181 -1.81442
H -0.16934 6.61778 -1.01812
H 1.18014 5.75887 -0.29815
H -0.14059 6.34492 0.71864
H -2.45868 5.67148 -1.00797
H -2.43372 5.20998 0.68539
H -2.77215 4.00372 -0.56960
H -0.90233 4.87773 -2.60744
H -0.91987 3.17874 -2.11829
H 0.60068 4.06393 -2.19026
H -1.90843 2.48750 0.76769
H -1.12363 4.61797 2.11030
H 0.61536 4.57818 2.13907
H -0.08113 3.27244 3.96511
H 0.44444 2.08612 2.79480
H -0.90091 0.20141 2.70722
H -3.10188 -0.90749 2.83263
H -4.96284 2.86452 3.57402
H -2.76760 3.97383 3.46593
H 1.67703 2.71785 1.22887
H 1.83317 3.68555 -0.22721
H 0.68640 0.21881 0.83141
H 1.88347 0.16281 -3.15701
C 1.28704 -5.99047 -2.78597
C 1.23275 -4.63706 -2.13756
O 0.87416 -4.51491 -0.93796
O 1.52453 -3.60053 -2.80675
H 0.27861 -6.25120 -3.11368
H 1.61317 -6.73808 -2.06648
H 1.94433 -5.97387 -3.65125
C -1.94340 0.01860 -1.44460
O -1.96087 -1.22192 -2.15426
P -1.13146 -2.52328 -1.68643
O -1.43315 -3.47249 -2.94812
C -1.07198 -3.05260 -4.26870
O -2.19227 -3.13700 -0.65264
C -2.15119 -4.50523 -0.22615
H -2.88403 0.51903 -1.66362
H -1.11824 0.64547 -1.78028
H -1.86773 -0.12901 -0.36329
H -1.29025 -3.88921 -4.92828
H -0.00899 -2.82000 -4.31854
H -1.67210 -2.19193 -4.56068
H -2.74446 -4.56469 0.68350
H -1.12810 -4.82389 -0.03149
H -2.59695 -5.13602 -0.99449
*
```

Relative energy (zero: lowest compared OMol25 entry of this formula, charge and spin)   16.4 kcal per mole
DFT total energy   -108275.3463 eV
Strongest force on any atom   1.44 eV/Å
HOMO energy (alpha / beta)   -8.16 / -8.16 eV

3.
Computed, not measured: a 2-piece molecular cluster, C27H42BrClF3N5O4PSi overall at a distorted geometry, with wB97M-V/def2-TZVPD.

```
! wB97M-V def2-TZVPD RIJCOSX def2/J DEFGRID3
* xyz 1 1
C -1.04032 -4.87485 5.10370
C -1.00224 -3.62810 5.96650
O -2.01756 -3.21774 6.50954
N 0.20600 -2.88160 6.12552
C 0.01399 -1.55598 5.46547
C 1.33738 -0.98146 4.96328
C 1.32468 0.54175 4.68781
C 1.42419 0.96282 3.20348
C 0.08583 1.11026 2.42065
Cl -1.39671 0.50907 3.28888
N -0.18157 2.58655 2.36363
F -0.61353 3.13417 3.55043
C -1.20371 2.68497 1.42603
N -2.06307 3.66717 1.46807
P -3.33234 3.83758 0.28817
O -2.70953 3.77511 -1.01931
O -3.99092 5.24970 0.49970
O -4.39464 2.70166 0.50619
N -1.14776 1.66585 0.54108
C 0.06597 0.83743 0.88021
C -0.38125 -0.61827 0.60352
C 0.52479 -1.73300 1.17709
C -0.26623 -2.80826 1.97809
Br 1.42373 -2.70841 -0.29660
C 1.29640 1.30135 0.08010
F 2.20687 0.30525 -0.02045
F 1.94365 2.31854 0.73290
C 1.01762 1.80252 -1.34888
C 0.93748 0.67274 -2.41536
Si -0.53691 0.76036 -3.61327
C -1.48072 2.39794 -3.60269
C 0.13458 0.56404 -5.37793
C -1.79787 -0.62475 -3.37837
C -1.58142 -1.80007 -2.70042
C -2.55580 -2.75667 -2.54119
C -3.79556 -2.53772 -3.07663
C -4.03524 -1.38987 -3.79439
C -3.05680 -0.45250 -3.94328
H -1.72164 -5.58119 5.57611
H -1.50260 -4.62885 4.14207
H -0.06511 -5.31541 4.88971
H 0.96044 -3.38080 5.66011
H -0.69466 -1.71481 4.64903
H -0.42276 -0.84796 6.17181
H 2.06453 -1.15666 5.76390
H 1.72483 -1.54722 4.10720
H 0.51232 1.05406 5.20544
H 2.23818 0.93350 5.14384
H 2.15219 0.34983 2.67110
H 1.85946 1.96260 3.21801
H -2.02376 4.37288 2.19822
H -3.76570 5.75724 -0.29837
H -5.20278 3.03726 0.93053
H -2.03556 1.16738 0.58743
H -1.40344 -0.82111 0.92042
H -0.37250 -0.74258 -0.48101
H 1.33380 -1.37860 1.80666
H -1.29241 -2.48198 2.15207
H 0.23346 -2.95887 2.93793
H -0.21572 -3.77172 1.47746
H 1.89633 2.40493 -1.59235
H 0.18337 2.50460 -1.38498
H 1.83392 0.73909 -3.03817
H 0.96813 -0.33487 -1.99125
H -1.82934 2.58102 -4.62199
H -0.89001 3.22882 -3.21779
H -2.37072 2.26548 -2.98412
H 0.77246 1.43022 -5.58671
H -0.73427 0.67418 -6.03539
H 0.64991 -0.38192 -5.53882
H -0.61319 -1.99327 -2.24346
H -2.33313 -3.65159 -1.97230
H -4.56980 -3.28156 -2.92803
H -5.02479 -1.26473 -4.21953
H -3.28239 0.44170 -4.51720
N 5.36642 1.24647 -5.13030
C 5.79150 -0.01326 -5.45211
C 5.63350 -0.80702 -4.34771
C 5.08652 0.00511 -3.31840
C 4.93140 1.26530 -3.83346
H 5.37307 2.03496 -5.75051
H 6.16966 -0.23493 -6.43537
H 5.88159 -1.85322 -4.28411
H 4.83589 -0.30152 -2.31571
H 4.55194 2.17146 -3.39118
*
```

DFT total energy   -152199.8588 eV
Strongest force on any atom   3.11 eV/Å
HOMO energy   -9.91 eV

> Among the records above, which one has the lowest strongest force on any atom?

C27H42BClFeN7O6P